1.
# C25H55NO2Si2Sm

A structure of composition C25H55NO2Si2Sm in a non-equilibrium geometry (the ωB97M-V functional and the def2-TZVPD basis, OMol25).

Computed properties:
spin multiplicity = 6
lowest unoccupied orbital energy (spin up / spin down) = -0.1181 / -0.1118 Eh
net charge = +1
Kohn-Sham gap (spin up / spin down) = 7.1 / 7.3 eV

XYZ file:
```
86
Properties=species:S:1:pos:R:3:mulliken_charge:R:1
O -1.064 -1.604 -1.130 0.352
O 0.936 0.698 -4.371 -0.155
C -0.093 -2.683 -1.534 -0.525
C -0.730 -4.070 -1.599 -1.201
H 0.722 -2.601 -0.790 0.580
H 0.296 -2.370 -2.511 0.329
H -1.079 -4.408 -0.607 0.291
H 0.031 -4.792 -1.944 0.442
H -1.571 -4.120 -2.301 0.254
C -1.973 -1.059 -2.155 0.594
C -1.554 -1.426 -3.565 -1.603
H -1.904 0.023 -2.005 0.138
H -3.010 -1.352 -1.925 -0.121
H -0.573 -0.986 -3.796 0.362
H -2.271 -0.988 -4.280 0.431
H -1.523 -2.515 -3.737 0.335
C 0.508 1.963 -3.821 0.034
C 2.328 0.506 -4.757 -0.126
C -0.802 2.329 -4.505 -1.141
H 1.296 2.740 -3.867 0.481
H 0.373 1.855 -2.726 -0.115
H -0.740 2.342 -5.600 0.297
H -1.173 3.315 -4.220 0.410
H -1.567 1.591 -4.240 0.126
C 2.346 0.576 -6.278 -1.247
H 2.613 -0.516 -4.425 0.221
H 3.078 1.171 -4.258 0.248
H 1.482 0.042 -6.705 0.263
H 3.250 0.165 -6.732 0.415
H 2.289 1.620 -6.622 0.296
H 2.511 1.876 -0.735 0.345
Sm -0.893 -1.212 1.024 0.363
C 2.599 0.806 -0.512 -0.199
Si 4.333 0.390 0.110 0.460
H 2.198 0.274 -1.409 0.196
H 1.874 0.681 0.331 -0.443
C 5.139 -0.858 -1.031 -0.983
C 4.408 -0.198 1.900 -1.090
C 4.930 2.171 -0.147 -1.126
C -2.849 -2.336 1.100 -1.041
Si -3.741 -0.658 1.039 0.506
H -2.928 -2.870 2.073 0.550
H -3.225 -3.062 0.359 0.504
C -5.098 -0.851 -0.244 -1.314
C -2.668 0.836 0.564 -0.876
C -4.469 -0.276 2.718 -1.052
H 4.413 2.621 -1.014 0.302
H 6.008 2.205 -0.321 0.431
H 4.675 2.769 0.740 0.295
H 4.819 -1.892 -0.832 0.300
H 6.232 -0.817 -0.898 0.323
H 4.889 -0.607 -2.074 0.244
H 3.484 -0.682 2.262 0.296
H 4.636 0.656 2.558 0.316
H 5.247 -0.907 2.012 0.399
H -3.300 1.312 -0.206 0.549
H -1.637 0.857 0.098 0.132
H -2.663 1.558 1.392 0.340
H -5.338 0.385 2.623 0.409
H -3.748 0.204 3.391 0.219
H -4.788 -1.199 3.210 0.297
H -6.005 -0.305 0.054 0.368
H -5.358 -1.914 -0.342 0.362
H -4.805 -0.490 -1.239 0.372
C 0.966 2.806 2.119 -0.871
N 0.542 1.624 2.848 0.800
C 1.548 1.115 3.769 -0.566
C -0.761 1.801 3.481 -1.584
C -1.280 0.517 4.099 0.226
C -1.895 0.612 5.370 -0.495
C -2.197 -0.568 6.064 -0.732
C -1.892 -1.787 5.506 -0.663
C -1.327 -1.879 4.219 -0.650
C -1.121 -0.716 3.490 0.975
H 1.190 3.662 2.783 0.321
H 0.169 3.103 1.427 0.293
H 1.871 2.595 1.531 -0.003
H 1.708 1.798 4.627 0.333
H 1.225 0.145 4.161 0.295
H 2.511 0.973 3.256 -0.262
H -0.713 2.569 4.281 0.428
H -1.461 2.175 2.718 0.089
H -2.054 1.599 5.805 0.413
H -2.655 -0.488 7.049 0.413
H -2.089 -2.720 6.053 0.362
H -1.086 -2.853 3.795 0.455
```



2.
# C5H11N

A cluster of 2 separate species, C5H11N in total in a non-equilibrium geometry (the ωB97M-V functional and the def2-TZVPD basis, OMol25).

Computed properties:
spin multiplicity = 3
lowest unoccupied orbital energy (spin up / spin down) = 0.0351 / -0.0274 Eh
Kohn-Sham gap (spin up / spin down) = 7.0 / 8.5 eV

XYZ file:
```
17
Properties=species:S:1:pos:R:3:mulliken_charge:R:1
C 1.782 1.161 -2.222 -0.381
C -0.618 -0.477 -0.577 -1.023
C 0.454 -0.345 1.693 -0.708
C -1.877 -1.110 1.375 -1.310
C -0.506 -0.646 0.847 0.887
N 2.077 2.196 -1.453 -0.313
H 2.713 0.470 -2.270 0.250
H -1.285 0.393 -0.882 0.287
H 0.332 -0.274 -1.009 0.155
H -1.278 -1.252 -1.081 0.311
H 1.261 2.712 -1.306 0.203
H 1.400 0.154 1.356 0.253
H 0.357 -0.421 2.847 0.204
H -1.877 -1.352 2.444 0.345
H -2.608 -0.342 1.190 0.303
H -2.259 -1.960 0.745 0.299
H 3.058 2.364 -1.012 0.235
```



3.
# C5H7N

The molecule C5H7N in a non-equilibrium geometry (the ωB97M-V functional and the def2-TZVPD basis, OMol25).

Computed properties:
lowest unoccupied orbital energy (spin up / spin down) = 0.0099 / 0.0098 Eh
SMILES string = CC1(C)C2=N[C@@H]21
Kohn-Sham gap (spin up / spin down) = 8.6 / 8.6 eV

XYZ file:
```
13
Properties=species:S:1:pos:R:3:mulliken_charge:R:1
C 0.997 1.079 0.231 -1.347
C -0.057 0.017 0.182 1.250
C 0.446 -1.395 0.094 -1.249
C -1.340 0.216 0.804 -0.418
N -2.373 -0.070 0.125 -0.252
C -1.553 0.192 -0.968 -0.253
H 1.533 1.089 -0.716 0.346
H 1.708 0.862 1.028 0.348
H 0.566 2.062 0.402 0.359
H 1.177 -1.469 -0.710 0.316
H -0.366 -2.098 -0.082 0.367
H 0.928 -1.660 1.035 0.367
H -1.665 1.174 -1.425 0.168
```



4.
# C33H88O11

A cluster of 11 separate species, C33H88O11 in total in a non-equilibrium geometry (the ωB97M-V functional and the def2-TZVPD basis, OMol25).

Computed properties:
lowest unoccupied orbital energy = 0.0115 Eh
SMILES string = CC(C)O.CC(C)O.CC(C)O.CC(C)O.CC(C)O.CC(C)O.CC(C)O.CC(C)O.CC(C)O.CC(C)O.CC(C)O
Kohn-Sham gap = 9.9 eV

XYZ file:
```
132
Properties=species:S:1:pos:R:3:mulliken_charge:R:1
C 2.722 -4.791 2.279 -1.396
C 2.947 -5.587 0.904 0.513
C 1.874 -5.221 -0.071 -0.301
O 4.204 -5.231 0.406 -0.520
H 1.791 -4.991 2.810 0.391
H 2.738 -3.756 1.937 0.334
H 3.535 -4.959 2.986 0.443
H 2.902 -6.660 1.090 0.183
H 0.963 -5.731 0.242 0.422
H 2.103 -5.458 -1.110 -0.220
H 1.720 -4.142 -0.097 -0.174
H 4.843 -5.182 1.122 0.300
C 2.905 -6.010 -3.868 -0.874
C 3.506 -4.784 -4.532 0.220
C 3.212 -3.454 -3.739 -0.919
O 4.895 -4.778 -4.434 -0.554
H 3.164 -6.059 -2.810 0.040
H 3.237 -6.938 -4.335 0.343
H 1.822 -6.042 -3.989 0.263
H 3.168 -4.685 -5.564 0.336
H 3.475 -2.576 -4.330 0.391
H 3.603 -3.363 -2.725 0.201
H 2.145 -3.282 -3.601 0.222
H 5.055 -5.097 -3.543 0.360
C -2.189 3.434 3.049 -1.169
C -1.363 2.363 3.661 0.697
C -2.231 1.327 4.330 -1.132
O -0.535 1.805 2.581 0.073
H -2.796 2.988 2.261 0.144
H -1.574 4.253 2.675 -0.006
H -3.006 3.805 3.669 0.527
H -0.621 2.718 4.376 0.516
H -1.631 0.677 4.966 0.258
H -2.584 0.658 3.545 -0.021
H -3.052 1.781 4.886 0.438
H 0.196 1.579 3.161 -0.349
C 2.618 -1.255 5.166 -1.515
C 1.912 -0.719 3.936 0.449
C 0.506 -1.369 3.775 -0.672
O 1.863 0.717 3.929 -0.529
H 2.071 -0.803 5.993 0.373
H 3.626 -0.873 5.330 0.416
H 2.535 -2.342 5.176 0.332
H 2.473 -0.813 3.005 0.370
H 0.626 -2.425 3.534 0.270
H -0.054 -0.932 2.949 -0.162
H -0.165 -1.279 4.629 0.456
H 2.764 1.033 3.828 0.226
C 4.422 5.764 3.738 -1.336
C 4.266 4.301 3.340 0.444
C 3.466 3.977 1.947 -1.083
O 5.529 3.870 3.106 -0.594
H 5.402 6.051 4.120 0.339
H 3.625 5.967 4.453 0.339
H 4.245 6.236 2.771 0.303
H 3.818 3.751 4.168 0.281
H 2.385 4.092 1.880 0.065
H 3.600 2.903 1.817 0.347
H 3.767 4.499 1.038 0.474
H 5.952 4.345 2.387 0.357
C 0.387 -1.502 -1.190 -1.606
C 0.660 -0.456 0.006 1.563
C 1.367 0.749 -0.638 -0.729
O -0.688 -0.054 0.356 1.074
H -0.119 -1.105 -2.070 0.227
H -0.267 -2.274 -0.785 0.112
H 1.337 -1.936 -1.503 0.472
H 1.127 -0.915 0.878 -0.344
H 0.579 1.247 -1.202 -0.031
H 2.132 0.562 -1.391 0.409
H 1.696 1.498 0.082 -0.180
H -0.623 0.468 1.159 -0.618
C -2.343 2.510 -1.919 -0.339
C -3.315 2.465 -0.723 2.137
C -4.093 3.733 -0.552 -1.672
O -4.244 1.402 -0.905 -0.699
H -1.718 3.403 -1.926 0.033
H -2.902 2.461 -2.854 -0.078
H -1.730 1.613 -2.004 0.137
H -2.856 2.243 0.241 -1.004
H -4.766 3.683 0.305 0.445
H -4.726 3.979 -1.404 0.422
H -3.376 4.554 -0.545 0.219
H -3.800 0.612 -0.588 0.164
C 0.402 6.060 1.485 -1.431
C -0.161 5.451 0.218 1.840
C -0.177 6.396 -0.876 -1.717
O 0.561 4.335 -0.202 -0.535
H 1.259 6.710 1.311 0.367
H 0.588 5.248 2.189 0.228
H -0.267 6.736 2.017 0.389
H -1.206 5.316 0.497 -0.412
H -0.678 6.014 -1.766 0.364
H 0.799 6.782 -1.170 0.395
H -0.812 7.270 -0.734 0.405
H 0.582 3.655 0.476 0.150
C -0.053 2.359 -4.671 -0.898
C -0.910 1.961 -5.812 0.554
C -2.197 1.275 -5.362 -1.173
O -1.138 3.083 -6.660 -0.583
H 0.285 1.583 -3.984 0.198
H -0.644 2.998 -4.014 0.028
H 0.817 2.987 -4.863 0.423
H -0.334 1.296 -6.455 0.213
H -2.770 1.901 -4.678 0.311
H -2.042 0.213 -5.174 0.276
H -2.771 1.228 -6.287 0.419
H -1.542 2.935 -7.518 0.320
C -5.076 -1.809 1.064 -1.624
C -3.629 -1.350 1.269 1.098
C -2.895 -2.363 2.135 -1.234
O -3.044 -1.294 0.035 -0.520
H -5.240 -2.782 0.601 0.317
H -5.478 -1.086 0.355 0.353
H -5.705 -1.717 1.949 0.386
H -3.451 -0.350 1.664 -0.048
H -3.025 -2.237 3.210 0.378
H -1.831 -2.340 1.901 0.152
H -3.231 -3.378 1.922 0.359
H -2.135 -0.988 -0.016 0.206
C -2.826 -3.429 -3.219 -0.849
C -2.627 -4.840 -2.710 0.494
C -2.664 -4.856 -1.172 -0.647
O -3.531 -5.691 -3.256 -0.609
H -3.128 -3.473 -4.265 0.378
H -1.932 -2.849 -2.987 0.054
H -3.549 -2.864 -2.631 0.171
H -1.685 -5.259 -3.063 0.225
H -3.499 -4.261 -0.801 -0.030
H -1.671 -4.500 -0.899 0.008
H -2.755 -5.798 -0.631 0.442
H -3.097 -6.524 -3.454 0.364
```



5.
# C21H32F3N6PSSeSiTi

A structure of composition C21H32F3N6PSSeSiTi (the ωB97M-V functional and the def2-TZVPD basis, OMol25).

Computed properties:
spin multiplicity = 2
lowest unoccupied orbital energy (spin up / spin down) = -0.1215 / -0.1158 Eh
net charge = +1
Kohn-Sham gap (spin up / spin down) = 7.9 / 8.2 eV

XYZ file:
```
67
Properties=species:S:1:pos:R:3:mulliken_charge:R:1
Ti 0.458 0.079 -0.038 -0.485
N 4.172 -1.710 0.329 0.229
C 3.415 -0.764 -0.214 -0.706
N 2.454 -0.425 0.641 0.937
C 2.686 -1.253 1.711 0.426
N 3.728 -2.032 1.554 -0.777
C 1.896 -1.274 2.945 0.052
C 1.901 -2.411 3.756 -0.548
N 1.267 -2.433 4.915 -0.569
C 0.629 -1.324 5.267 -0.621
C 0.589 -0.210 4.443 -0.106
N 1.212 -0.176 3.268 0.178
H 4.991 -2.158 -0.052 0.205
H 3.580 -0.339 -1.189 0.508
H 2.419 -3.307 3.446 0.473
H 0.131 -1.323 6.228 0.407
H 0.053 0.678 4.749 0.611
F 0.895 1.357 -5.144 -0.222
C -0.011 2.220 -4.659 0.416
F -0.759 2.638 -5.686 -0.304
F 0.656 3.284 -4.187 -0.225
C -0.857 1.579 -3.590 0.006
C -2.216 1.391 -3.770 -0.436
C -2.968 0.761 -2.782 -1.025
C -2.327 0.352 -1.633 -0.718
N -1.017 0.555 -1.448 1.083
C -0.271 1.128 -2.404 0.744
S 1.423 1.192 -1.967 -0.721
H -2.683 1.726 -4.686 0.560
H -4.025 0.585 -2.911 0.488
H -2.843 -0.166 -0.835 0.410
C -1.062 -2.338 -3.231 -0.729
Si -0.086 -3.240 -1.910 0.382
C 1.739 -3.217 -2.348 -0.980
C -0.708 -4.985 -1.670 -1.069
Se -0.361 -2.220 0.143 -0.463
H -1.018 -2.909 -4.160 0.497
H -0.646 -1.350 -3.438 -0.012
H -2.111 -2.227 -2.959 0.263
H 1.928 -3.855 -3.212 0.461
H 2.344 -3.589 -1.519 0.245
H 2.066 -2.207 -2.604 0.199
H -0.426 -5.605 -2.522 0.344
H -1.794 -5.009 -1.582 0.308
H -0.289 -5.436 -0.771 0.314
C -1.986 4.437 0.985 -1.360
C -1.518 3.128 0.356 -0.099
P -0.495 2.018 1.408 1.036
C -1.634 1.544 2.769 -0.929
C -2.313 0.197 2.548 -0.943
C 0.774 3.102 2.173 -0.898
C 2.132 3.008 1.488 -0.977
H -2.725 4.911 0.340 0.429
H -1.167 5.144 1.107 0.379
H -2.452 4.290 1.960 0.275
H -0.942 3.329 -0.553 0.319
H -2.378 2.527 0.041 0.272
H -2.381 2.335 2.873 0.585
H -1.061 1.535 3.695 0.365
H -2.899 0.188 1.627 0.185
H -2.994 -0.027 3.368 0.449
H -1.585 -0.616 2.485 0.030
H 0.854 2.813 3.221 0.522
H 0.406 4.129 2.157 0.601
H 2.569 2.021 1.638 0.064
H 2.815 3.749 1.901 0.418
H 2.055 3.191 0.412 0.248
```



6.
# C40H63IrN7O2P

A structure of composition C40H63IrN7O2P (the ωB97M-V functional and the def2-TZVPD basis, OMol25).

Computed properties:
spin multiplicity = 2
lowest unoccupied orbital energy (spin up / spin down) = -0.3554 / -0.4092 Eh
net charge = +3
Kohn-Sham gap (spin up / spin down) = 6.2 / 4.8 eV

XYZ file:
```
114
Properties=species:S:1:pos:R:3:mulliken_charge:R:1
Ir 2.216 -2.081 0.671 1.526
C 4.984 -0.913 1.135 -1.092
N 4.315 -2.006 0.362 0.573
C 4.605 -1.811 -1.095 -0.835
C 4.810 -3.342 0.767 0.609
C 6.155 -3.569 0.950 -0.746
C 6.598 -4.829 1.346 -0.892
C 5.683 -5.847 1.584 -0.995
C 4.334 -5.634 1.388 -1.008
C 3.876 -4.385 0.930 0.574
N 2.554 -4.044 0.709 0.210
C 1.428 -4.824 0.711 0.269
C 1.405 -6.225 0.536 -0.964
C 0.225 -6.915 0.689 -0.991
C -0.952 -6.234 1.000 -0.884
C -0.967 -4.842 1.072 -0.488
C 0.197 -4.134 0.895 1.133
N 0.178 -2.655 0.786 0.787
C -0.566 -2.327 -0.483 -1.110
C -0.570 -2.001 1.911 -1.457
H 6.025 -0.815 0.834 0.459
H 4.939 -1.136 2.199 0.398
H 4.472 0.024 0.927 0.260
H 5.670 -1.959 -1.269 0.402
H 4.330 -0.799 -1.382 0.236
H 4.045 -2.536 -1.686 0.349
H 6.880 -2.780 0.798 0.422
H 7.656 -4.999 1.494 0.457
H 6.022 -6.809 1.944 0.455
H 3.638 -6.413 1.650 0.751
H 2.296 -6.754 0.237 0.858
H 0.211 -7.988 0.557 0.447
H -1.874 -6.782 1.139 0.463
H -1.907 -4.334 1.242 0.414
H -1.551 -2.791 -0.427 0.627
H -0.030 -2.736 -1.338 0.292
H -0.685 -1.244 -0.539 0.107
H -1.615 -2.303 1.879 0.369
H -0.522 -0.923 1.755 0.425
H -0.152 -2.307 2.867 0.249
O -0.748 0.739 0.063 -0.255
P -1.932 1.665 -0.165 -1.345
C -3.367 1.121 0.808 0.825
C -3.988 -0.153 0.219 0.207
C -5.318 -0.473 0.919 -0.944
C -5.287 -0.111 2.412 -0.828
C -3.863 -0.187 2.946 -0.645
C -2.993 0.897 2.295 -0.927
C -2.377 1.728 -1.943 0.525
C -1.944 0.461 -2.696 -0.235
C -2.048 0.685 -4.206 -0.890
C -3.404 1.304 -4.616 -0.871
C -4.394 1.306 -3.458 -0.937
C -3.852 2.102 -2.270 -1.065
C -1.498 3.377 0.262 0.856
C -0.726 3.496 1.587 -0.679
C -0.526 4.971 1.923 -0.965
C -1.875 5.671 2.186 -0.884
C -3.051 4.906 1.573 -0.654
C -2.694 4.368 0.191 -0.849
H -4.116 1.916 0.749 1.277
H -3.275 -0.976 0.350 -0.473
H -4.156 -0.060 -0.855 -0.316
H -5.544 -1.534 0.790 0.436
H -6.123 0.071 0.422 0.369
H -5.952 -0.766 2.974 0.491
H -5.664 0.904 2.563 0.332
H -3.454 -1.184 2.739 0.017
H -3.841 -0.069 4.029 0.564
H -1.934 0.637 2.389 0.235
H -3.130 1.832 2.839 0.279
H -1.737 2.535 -2.324 1.045
H -2.564 -0.388 -2.395 0.350
H -0.918 0.201 -2.424 -0.677
H -1.886 -0.262 -4.723 0.510
H -1.234 1.348 -4.516 0.267
H -3.823 0.764 -5.464 0.414
H -3.258 2.332 -4.954 0.355
H -4.618 0.278 -3.156 0.273
H -5.343 1.739 -3.772 0.532
H -4.508 1.953 -1.411 0.366
H -3.900 3.167 -2.506 0.449
H -0.795 3.645 -0.539 0.016
H 0.230 2.971 1.501 0.200
H -1.265 3.009 2.401 0.463
H -0.008 5.454 1.087 0.306
H 0.129 5.073 2.789 0.524
H -1.847 6.680 1.771 0.367
H -2.037 5.787 3.258 0.332
H -3.923 5.556 1.503 0.578
H -3.345 4.076 2.223 0.030
H -2.423 5.206 -0.456 0.478
H -3.569 3.908 -0.271 0.268
C 3.470 2.975 -3.118 -1.395
C 3.102 3.534 -1.747 0.588
C 4.200 3.283 -0.721 -1.267
C 1.742 3.028 -1.263 -1.514
N 1.750 1.573 -1.007 1.690
C 1.609 0.551 -1.866 -1.249
N 1.689 -0.567 -1.177 -0.231
N 1.884 -0.164 0.076 1.617
N 1.957 1.098 0.209 -1.542
H 4.373 3.456 -3.491 0.439
H 2.682 3.140 -3.855 0.400
H 3.688 1.902 -3.070 0.225
H 2.959 4.614 -1.844 0.388
H 4.404 2.211 -0.617 0.104
H 3.944 3.680 0.262 0.374
H 5.128 3.753 -1.042 0.473
H 0.961 3.204 -2.002 0.495
H 1.449 3.483 -0.318 0.361
H 1.443 0.652 -2.926 0.473
O 2.522 -2.033 3.625 -0.308
C 2.400 -2.050 2.508 0.121
```



Calculated E_tot in order - -66053.193; -6847.265; -6783.406; -58166.892; -155852.422; -69132.427 eV
Calculated energy relative to the best compared isomer or geometry (same formula, charge and spin) in order - 0.0; 27.4; 117.8; 116.0; 17.4; 29.5 kcal/mol